1.
This record from the Open Molecules 2025 dataset describes a cluster of 2 separate species, C6H9O2 in total in a non-equilibrium geometry. The level of theory is ωB97M-V with the def2-TZVPD basis set.

Structure (XYZ):
```
17
Properties=species:S:1:pos:R:3:nbo_charge:R:1
O -0.542 -0.853 -1.753 -0.4461
C -0.877 0.401 -1.676 0.1545
C -0.966 1.315 -2.651 -0.2626
H -0.761 1.054 -3.689 0.2041
H -1.272 2.326 -2.391 0.1991
H -1.133 0.635 -0.603 0.1495
C 2.010 1.226 0.414 -0.4966
C 1.569 0.038 0.823 0.1448
O 0.310 -0.123 1.316 -0.5029
C -0.181 -1.384 1.474 0.1471
C -1.412 -1.598 1.946 -0.4905
H 1.375 2.112 0.443 0.2086
H 3.037 1.318 0.064 0.2138
H 2.162 -0.879 0.749 0.1778
H 0.542 -2.191 1.321 0.1771
H -2.105 -0.775 2.127 0.2089
H -1.754 -2.621 2.087 0.2135
```

Computed properties:
energy above the lowest of the compared OMol25 structures with the same formula, charge and spin = 1.687 eV
Kohn-Sham gap (spin up / spin down) = 0.3528 / 0.2470 Ha
LUMO level (spin up / spin down) = 1.0500 / -1.8253 eV
spin multiplicity = 2
F_max = 0.116 Eh/bohr

2.
This record from the Open Molecules 2025 dataset describes a structure of composition C3H7NSi in a non-equilibrium geometry. The level of theory is ωB97M-V with the def2-TZVPD basis set.

Structure (XYZ):
```
12
Properties=species:S:1:pos:R:3:nbo_charge:R:1
C -0.403 0.222 -0.207 -0.1566
C 0.515 -0.572 0.338 -0.6618
C -0.219 1.183 -1.906 0.1854
N -1.229 1.763 -2.290 -0.6652
Si 0.411 -1.371 2.065 0.8531
H -1.289 0.436 0.281 0.1769
H 1.445 -0.751 -0.276 0.2175
H 0.751 1.038 -2.467 0.1528
H -1.454 2.341 -3.022 0.3778
H -0.167 -0.142 2.637 -0.1619
H 1.905 -1.592 2.368 -0.1599
H -0.266 -2.557 2.479 -0.1580
```

Computed properties:
energy above the lowest of the compared OMol25 structures with the same formula, charge and spin = 3.693 eV
Kohn-Sham gap = 0.3609 Ha
LUMO level = 0.9546 eV
F_max = 0.088 Eh/bohr

3.
This record from the Open Molecules 2025 dataset describes an isolated molecule of C6H9N3S in a non-equilibrium geometry. The level of theory is ωB97M-V with the def2-TZVPD basis set.

Structure (XYZ):
```
19
Properties=species:S:1:pos:R:3:nbo_charge:R:1
C -1.169 0.981 -0.409 -0.1947
C 0.487 2.870 -0.015 0.2333
C -0.345 -0.017 -0.253 0.1880
C 1.765 1.080 -0.567 0.0932
C 0.782 -2.078 -0.328 -0.4204
C -1.127 -1.748 1.297 -0.4063
N 1.595 2.230 -0.155 -0.5066
N -0.729 2.326 -0.490 -0.5476
N -0.354 -1.301 0.109 -0.4217
S 2.640 0.407 -1.730 -0.0853
H -2.289 0.960 -0.581 0.2033
H 0.642 3.868 0.231 0.1969
H 1.567 -2.006 0.529 0.1817
H 0.772 -3.225 -0.299 0.2090
H 1.163 -1.689 -1.256 0.2490
H -2.142 -2.104 1.026 0.2019
H -0.444 -2.581 1.646 0.2084
H -1.245 -0.877 1.903 0.2083
H -1.568 2.901 -0.657 0.4098
```

Computed properties:
energy above the lowest of the compared OMol25 structures with the same formula, charge and spin = 4.667 eV
Kohn-Sham gap (spin up / spin down) = 0.2377 / 0.2377 Ha
LUMO level (spin up / spin down) = -0.2253 / -0.2260 eV
F_max = 0.088 Eh/bohr

4.
This record from the Open Molecules 2025 dataset describes a cluster of 10 separate species, C4H30NO10 in total in a non-equilibrium geometry. The level of theory is ωB97M-V with the def2-TZVPD basis set.

Structure (XYZ):
```
45
Properties=species:S:1:pos:R:3:nbo_charge:R:1
C -0.153 0.891 -0.234 -0.2087
C -0.220 1.367 -1.699 -0.4303
C -0.817 0.400 -2.724 -0.4300
C -2.218 -0.090 -2.330 -0.0659
O -2.112 -1.199 -1.463 -0.8185
N 0.732 -0.293 -0.072 -0.7060
H -1.154 0.526 -0.027 0.2222
H 0.239 1.667 0.407 0.2251
H -0.966 2.159 -1.637 0.2477
H 0.785 1.621 -2.059 0.2051
H -0.282 -0.563 -2.809 0.1954
H -0.663 0.796 -3.726 0.2369
H -2.725 0.771 -1.879 0.1719
H -2.818 -0.401 -3.178 0.1911
H -2.591 -1.248 -0.613 0.5271
H 1.731 -0.079 -0.220 0.4821
H 0.500 -1.158 -0.574 0.4572
H 0.631 -0.582 0.892 0.4292
H -0.398 -4.127 -1.016 0.4899
H -1.025 -2.706 -1.178 0.5116
O -0.313 -3.207 -0.761 -1.0107
H 2.309 -3.262 -0.098 0.4800
H 1.119 -3.143 0.891 0.4807
O 1.947 -2.739 0.613 -0.9591
H -0.188 0.159 3.426 0.4837
H -0.591 1.629 3.224 0.4890
O -0.078 0.908 2.845 -0.9698
H 1.637 3.089 0.819 0.4717
H 1.544 3.794 2.214 0.4775
O 1.769 3.907 1.304 -0.9516
H 3.183 1.931 -0.660 0.4791
H 3.620 2.149 0.733 0.4981
O 3.097 1.526 0.212 -0.9635
H 0.368 -2.376 2.686 0.4578
H 0.166 -2.270 4.112 0.4750
O -0.361 -2.406 3.317 -0.9288
H 3.016 -1.794 -1.470 0.4713
H 4.209 -1.366 -0.565 0.4971
O 3.323 -1.131 -0.854 -0.9524
H -2.672 -0.898 1.637 0.4889
H -3.975 -1.677 1.462 0.5016
O -3.264 -1.256 0.973 -0.9581
H -1.458 3.920 -0.095 0.4767
H -2.867 3.602 0.043 0.4807
O -2.012 3.159 0.133 -0.9481
```

Computed properties:
energy above the lowest of the compared OMol25 structures with the same formula, charge and spin = 1.872 eV
charge = +1
Kohn-Sham gap = 0.3915 Ha
LUMO level = -2.5536 eV
F_max = 0.044 Eh/bohr

5.
This record from the Open Molecules 2025 dataset describes a cluster of 2 separate species, C3H8N2 in total in a non-equilibrium geometry. The level of theory is ωB97M-V with the def2-TZVPD basis set.

Structure (XYZ):
```
13
Properties=species:S:1:pos:R:3:nbo_charge:R:1
C -2.293 -2.920 0.163 -0.4769
C -2.505 -1.649 0.555 0.0312
N -1.664 -0.505 0.301 -0.8820
H -1.443 -3.076 -0.524 0.2011
H -2.598 -3.610 0.934 0.2150
H -3.410 -1.389 0.973 0.1512
H -0.916 -0.203 0.936 0.3988
H -2.342 0.335 0.087 0.3616
C 3.103 2.214 -1.166 -0.0775
N 3.188 2.581 0.162 -0.6079
H 4.049 2.165 -1.668 0.1664
H 2.111 2.229 -1.543 0.1894
H 4.058 3.144 0.251 0.3296
```

Computed properties:
energy above the lowest of the compared OMol25 structures with the same formula, charge and spin = 4.679 eV
SMILES = C=CN.C=N
Kohn-Sham gap = 0.3428 Ha
LUMO level = 0.6650 eV
F_max = 0.138 Eh/bohr

6.
This record from the Open Molecules 2025 dataset describes a structure of composition C21H15AlF6N6O4S2. The level of theory is ωB97M-V with the def2-TZVPD basis set.

Structure (XYZ):
```
55
Properties=species:S:1:pos:R:3:nbo_charge:R:1
Al -0.007 0.592 0.379 1.9692
N -0.270 0.712 2.393 -0.9103
C -0.290 2.123 2.777 0.0643
C -0.308 2.592 4.056 -0.1532
C -0.368 3.987 4.286 -0.1719
C -0.423 4.868 3.244 -0.1332
C -0.403 4.397 1.907 -0.1091
C -0.458 5.231 0.767 -0.0260
C -0.430 4.686 -0.491 -0.2577
C -0.332 3.298 -0.628 0.1432
N -0.277 2.485 0.422 -0.6811
C -0.325 3.015 1.689 0.2282
H 0.419 0.195 2.940 0.4387
H -1.173 0.282 2.607 0.4414
H -0.288 1.909 4.896 0.2503
H -0.382 4.349 5.304 0.2584
H -0.483 5.933 3.425 0.2525
H -0.525 6.304 0.898 0.2554
H -0.477 5.301 -1.377 0.2683
H -0.301 2.832 -1.604 0.2434
N 8.307 -5.212 -2.510 -0.2085
C 7.540 -4.459 -2.109 0.2313
C 6.574 -3.516 -1.609 -0.1275
C 6.958 -2.208 -1.336 -0.1307
C 6.030 -1.299 -0.856 -0.2292
C 4.727 -1.718 -0.651 0.1978
C 4.329 -3.021 -0.911 -0.2493
C 5.259 -3.922 -1.398 -0.1180
N 3.760 -0.762 -0.153 -0.3077
C 4.034 0.401 0.540 -0.0253
C 2.848 0.989 0.811 -0.0726
N 1.836 0.190 0.289 -0.7167
C 2.438 -0.851 -0.285 0.2685
H 7.979 -1.899 -1.508 0.2551
H 6.337 -0.279 -0.678 0.2306
H 3.323 -3.365 -0.723 0.2265
H 4.968 -4.942 -1.604 0.2529
H 5.034 0.700 0.791 0.2622
H 2.656 1.912 1.330 0.2403
H 1.934 -1.641 -0.815 0.2484
F -3.923 -1.050 -0.514 -0.2595
C -3.148 -0.230 -1.173 0.8198
F -3.530 -0.032 -2.404 -0.2566
F -3.067 0.935 -0.525 -0.3047
S -1.369 -0.886 -1.149 2.1497
O -1.095 -0.943 0.355 -1.0151
O -0.523 0.323 -1.459 -0.9870
N -1.015 -2.062 -1.975 -1.1363
S -1.990 -3.339 -2.479 2.2306
O -3.346 -2.921 -2.503 -0.8752
O -1.314 -3.923 -3.572 -0.8325
C -1.758 -4.457 -1.023 0.7429
F -0.468 -4.526 -0.710 -0.3032
F -2.214 -5.647 -1.346 -0.2691
F -2.426 -3.964 0.015 -0.3029
```

Computed properties:
charge = +2
Kohn-Sham gap = 0.2715 Ha
LUMO level = -7.0953 eV
F_max = 0.008 Eh/bohr

Please write out number 6 again, unchanged.
This record from the Open Molecules 2025 dataset describes a structure of composition C21H15AlF6N6O4S2. The level of theory is ωB97M-V with the def2-TZVPD basis set.

Structure (XYZ):
```
55
Properties=species:S:1:pos:R:3:nbo_charge:R:1
Al -0.007 0.592 0.379 1.9692
N -0.270 0.712 2.393 -0.9103
C -0.290 2.123 2.777 0.0643
C -0.308 2.592 4.056 -0.1532
C -0.368 3.987 4.286 -0.1719
C -0.423 4.868 3.244 -0.1332
C -0.403 4.397 1.907 -0.1091
C -0.458 5.231 0.767 -0.0260
C -0.430 4.686 -0.491 -0.2577
C -0.332 3.298 -0.628 0.1432
N -0.277 2.485 0.422 -0.6811
C -0.325 3.015 1.689 0.2282
H 0.419 0.195 2.940 0.4387
H -1.173 0.282 2.607 0.4414
H -0.288 1.909 4.896 0.2503
H -0.382 4.349 5.304 0.2584
H -0.483 5.933 3.425 0.2525
H -0.525 6.304 0.898 0.2554
H -0.477 5.301 -1.377 0.2683
H -0.301 2.832 -1.604 0.2434
N 8.307 -5.212 -2.510 -0.2085
C 7.540 -4.459 -2.109 0.2313
C 6.574 -3.516 -1.609 -0.1275
C 6.958 -2.208 -1.336 -0.1307
C 6.030 -1.299 -0.856 -0.2292
C 4.727 -1.718 -0.651 0.1978
C 4.329 -3.021 -0.911 -0.2493
C 5.259 -3.922 -1.398 -0.1180
N 3.760 -0.762 -0.153 -0.3077
C 4.034 0.401 0.540 -0.0253
C 2.848 0.989 0.811 -0.0726
N 1.836 0.190 0.289 -0.7167
C 2.438 -0.851 -0.285 0.2685
H 7.979 -1.899 -1.508 0.2551
H 6.337 -0.279 -0.678 0.2306
H 3.323 -3.365 -0.723 0.2265
H 4.968 -4.942 -1.604 0.2529
H 5.034 0.700 0.791 0.2622
H 2.656 1.912 1.330 0.2403
H 1.934 -1.641 -0.815 0.2484
F -3.923 -1.050 -0.514 -0.2595
C -3.148 -0.230 -1.173 0.8198
F -3.530 -0.032 -2.404 -0.2566
F -3.067 0.935 -0.525 -0.3047
S -1.369 -0.886 -1.149 2.1497
O -1.095 -0.943 0.355 -1.0151
O -0.523 0.323 -1.459 -0.9870
N -1.015 -2.062 -1.975 -1.1363
S -1.990 -3.339 -2.479 2.2306
O -3.346 -2.921 -2.503 -0.8752
O -1.314 -3.923 -3.572 -0.8325
C -1.758 -4.457 -1.023 0.7429
F -0.468 -4.526 -0.710 -0.3032
F -2.214 -5.647 -1.346 -0.2691
F -2.426 -3.964 0.015 -0.3029
```

Computed properties:
charge = +2
Kohn-Sham gap = 0.2715 Ha
LUMO level = -7.0953 eV
F_max = 0.008 Eh/bohr